{"formula": "C3H6N2O2", "method": "ωB97M-V/def2-TZVPD", "homo_ha": -0.3118, "max_force_ev_per_a": 0.8, "spin_multiplicity": 1, "orbital_gap_ev": 9.27, "elements": ["N", "C", "O", "C", "O", "C", "N", "H", "H", "H", "H", "H", "H"], "xyz": [[-1.9097, -0.3844, -0.6342], [-0.7861, 0.1023, 0.0027], [-1.0042, 1.4306, 0.2910], [-0.2326, -0.8435, 1.0509], [1.1133, -0.4671, 1.0407], [1.1815, 0.1490, -0.1923], [2.3384, 0.4653, -0.5836], [-2.6160, 0.2565, -0.9664], [-2.1945, -1.3441, -0.5135], [-0.3485, -1.8696, 0.6725], [-0.6725, -0.7497, 2.0451], [-0.1226, 1.8190, 0.2500], [2.4290, 0.9590, -1.4632]], "atomic_forces_ev_per_a": [[0.38, 0.01, -0.33], [0.18, -0.32, -0.06], [0.28, 0.03, 0.11], [-0.31, -0.13, 0.18], [0.10, -0.08, 0.00], [0.29, -0.29, -0.14], [-0.84, 0.08, -0.06], [0.38, 0.00, 0.01], [0.23, 0.20, -0.04], [-0.05, 0.06, 0.20], [-0.03, 0.08, -0.03], [-0.22, 0.43, 0.23], [-0.40, -0.08, -0.09]], "mulliken_charge": [-0.44, 0.67, -0.51, -0.52, -0.31, 0.12, -0.67, 0.22, 0.21, 0.30, 0.27, 0.40, 0.26]}